Computed, not measured: an isolated molecule of C4H9NO, with ωB97M-V/def2-TZVPD.

Calculated values
charge	0
frontier orbital gap	10.70	eV
HOMO level	-9.780	eV
SMILES	CCCC(N)=O
E_tot	-7832.272	eV
relative energy (zero: lowest compared OMol25 entry of this formula, charge and spin)	4.6	kJ/mol

Atoms and positions in Å:
C  2.22135  -0.02147  -0.41795
C  0.75237  0.28991  -0.68670
C  -0.15122  -0.12249  0.47567
C  -1.56062  0.42217  0.29797
N  -2.56868  -0.46738  0.52342
O  -1.77500  1.57955  -0.01926
H  2.85146  0.27164  -1.26447
H  2.37722  -1.09248  -0.23970
H  2.57934  0.51755  0.46760
H  0.61109  1.36219  -0.85841
H  0.42104  -0.22153  -1.60015
H  -0.15505  -1.21374  0.59844
H  0.24644  0.30200  1.40809
H  -3.51820  -0.15090  0.40336
H  -2.40139  -1.43292  0.75162

Atomic partial charges in e from the Löwdin method, atoms 1 to 4:
1 C -0.119
2 C -0.264
3 C -0.142
4 C -0.551